Entry 1:
72
Properties=species:S:1:pos:R:3:mulliken_charge:R:1 method="wB97M-V/def2-TZVPD" charge=-2 mol_weight_g_mol=583.8 homo_energy_ev="2.68 / 2.69" largest_force_ev_per_a=3.72
Sn 0.804 -0.834 0.030 2.200
Cl -0.173 0.168 -2.003 -0.590
C 3.011 -4.551 -0.165 -0.974
C 2.138 -2.522 -0.206 -0.486
N 1.845 -3.831 -0.287 -0.280
H 5.101 -3.796 0.043 0.422
N 3.475 -2.413 -0.130 0.172
H 3.012 -5.625 -0.171 -0.063
C 0.428 -4.310 -0.387 9.184
C 0.377 -5.806 -0.672 -4.556
C -0.256 -4.040 0.947 -3.687
H 0.804 -6.402 0.149 0.516
H -0.682 -6.091 -0.759 0.749
H 0.860 -6.063 -1.626 0.524
H -1.267 -3.943 -1.624 0.351
H 0.289 -3.642 -2.453 0.366
H -0.375 -2.973 1.151 -0.226
C -0.256 -3.544 -1.511 -3.823
H 0.309 -4.490 1.772 0.395
H -1.259 -4.472 0.921 0.516
H -0.379 -2.471 -1.316 -0.404
C 4.033 -3.669 -0.058 -0.575
C 3.871 -0.497 1.394 -1.742
H 4.622 -0.894 2.090 0.314
H 3.979 0.588 1.337 0.462
C 4.134 -1.059 -0.012 4.683
H 4.252 0.512 -1.527 -0.222
C 5.642 -1.164 -0.153 -2.777
H 5.963 -1.583 -1.114 0.314
H 2.887 -0.723 1.827 -0.134
H 2.730 0.541 -0.681 0.488
H 6.065 -1.739 0.677 0.446
H 6.060 -0.150 -0.087 0.671
C 3.498 -0.148 -1.092 -3.370
H 3.060 -0.744 -1.906 0.471
C -4.126 3.796 -0.650 -0.513
N -3.663 2.614 -0.074 0.440
H -3.035 5.726 -0.855 0.342
N -2.073 4.050 0.124 0.493
H -5.100 3.872 -1.084 0.398
C -4.154 1.220 -0.242 2.294
C -5.630 1.176 0.098 -1.972
C -3.977 0.765 -1.697 -1.532
H -6.175 1.774 -0.641 0.387
H -6.005 0.142 0.047 0.455
H -5.815 1.557 1.110 0.425
H -3.818 -0.506 1.094 0.367
H -3.002 1.026 1.580 0.399
H -2.919 0.587 -1.934 0.122
C -3.289 0.379 0.723 -1.833
H -4.389 1.528 -2.369 0.358
H -4.516 -0.179 -1.874 0.411
H -2.365 0.051 0.220 -0.094
C -3.119 4.703 -0.535 -0.507
C 0.011 3.975 -1.215 -1.512
H -0.563 4.425 -2.032 0.324
H 1.043 4.348 -1.270 0.449
C -0.604 4.344 0.142 2.139
H 1.032 3.578 1.340 0.507
C -0.388 5.814 0.410 -2.081
H -0.816 6.106 1.370 0.399
H 0.045 2.886 -1.359 0.085
H -0.198 2.365 0.922 0.135
H -0.820 6.404 -0.400 0.446
H 0.686 6.031 0.444 0.443
C -0.045 3.417 1.220 -1.763
H -0.537 3.584 2.191 0.290
C -2.524 2.864 0.539 -0.880
F 1.328 -1.822 2.931 -0.163
C 0.600 -0.710 2.463 -0.189
F -0.634 -0.876 3.013 -0.200
F 1.150 0.354 3.124 -0.205


Entry 2:
70
Properties=species:S:1:pos:R:3:nbo_charge:R:1 method="wB97M-V/def2-TZVPD" charge=-2 de_lowest_kcal_mol=0.0 mol_weight_g_mol=518.0 homo_energy_ev="3.04 / 0.55" multiplicity=3 largest_force_ev_per_a=1.68
Mo -1.508 0.574 0.176 0.001
Cl -2.047 -1.724 0.215 -0.626
C -2.195 4.717 0.732 -0.233
C -1.999 2.487 0.790 0.254
N -2.276 3.561 0.011 -0.423
H -1.653 4.980 2.860 0.204
N -1.732 3.007 2.020 -0.434
H -2.375 5.685 0.314 0.213
C -2.397 3.438 -1.440 0.110
C -3.551 4.315 -1.899 -1.014
C -1.097 3.895 -2.103 -0.674
H -3.349 5.374 -1.699 0.197
H -3.704 4.217 -2.978 0.201
H -4.479 4.031 -1.391 0.211
H -2.947 1.774 -2.676 0.223
H -3.309 1.470 -0.975 0.261
H -0.234 3.339 -1.710 0.259
C -2.575 1.938 -1.663 -0.638
H -0.928 4.970 -1.962 0.199
H -1.159 3.698 -3.180 0.196
H -1.551 1.436 -1.613 0.251
C -1.852 4.369 1.999 -0.117
C 0.383 2.652 3.162 -0.650
H 0.490 3.628 3.652 0.192
H 0.939 1.905 3.741 0.199
C -1.079 2.223 3.061 0.133
H -0.989 0.074 3.421 0.222
C -1.818 2.471 4.364 -0.702
H -2.859 2.137 4.279 0.214
H 0.848 2.689 2.163 0.265
H -0.278 0.576 1.884 0.295
H -1.808 3.533 4.636 0.200
H -1.346 1.883 5.158 0.196
C -1.153 0.761 2.584 -0.671
H -2.149 0.483 2.121 0.260
C 1.775 -4.526 -1.939 -0.098
N 1.758 -3.138 -2.008 -0.414
H 2.276 -5.797 -0.196 0.203
N 2.417 -3.643 -0.030 -0.422
H 1.419 -5.138 -2.742 0.205
C 1.093 -2.332 -3.049 0.121
C 1.872 -2.373 -4.354 -0.622
C -0.334 -2.834 -3.231 -0.636
H 1.902 -3.367 -4.814 0.189
H 1.385 -1.690 -5.067 0.208
H 2.890 -1.999 -4.189 0.215
H 0.648 -0.255 -3.283 0.195
H 2.047 -0.572 -2.208 0.253
H -0.869 -2.802 -2.269 0.257
C 1.061 -0.918 -2.514 -0.617
H -0.379 -3.849 -3.652 0.183
H -0.860 -2.163 -3.926 0.211
H 0.391 -0.852 -1.652 0.251
C 2.162 -4.847 -0.681 -0.120
C 1.099 -3.534 2.012 -0.629
H 0.667 -4.530 1.866 0.196
H 1.152 -3.324 3.087 0.197
C 2.506 -3.468 1.428 0.128
H 3.024 -1.818 2.687 0.193
C 3.386 -4.544 2.022 -0.624
H 4.402 -4.487 1.619 0.207
H 0.437 -2.793 1.543 0.265
H 2.586 -1.348 1.013 0.291
H 2.986 -5.549 1.860 0.196
H 3.445 -4.377 3.103 0.208
C 3.104 -2.092 1.631 -0.629
H 4.163 -2.104 1.358 0.197
C 2.217 -2.614 -0.866 0.142
N 1.495 1.778 -0.409 -0.681
C 0.413 1.336 -0.205 0.010


Entry 3:
70
Properties=species:S:1:pos:R:3:nbo_charge:R:1 method="wB97M-V/def2-TZVPD" charge=+4 de_lowest_kcal_mol=42.8 mol_weight_g_mol=647.7 homo_energy_ev="-16.87 / -18.03" multiplicity=6 largest_force_ev_per_a=6.28
P 3.817 -1.848 0.056 1.291
C 4.595 -1.701 1.728 -0.958
H 5.693 -1.663 1.745 0.323
H 4.256 -2.542 2.346 0.275
H 4.200 -0.788 2.200 0.257
C 5.130 -2.712 -0.934 -0.939
H 4.795 -2.695 -1.984 0.268
H 5.187 -3.770 -0.640 0.292
H 6.133 -2.261 -0.869 0.313
C 4.128 -0.105 -0.498 -0.938
H 5.197 0.079 -0.718 0.315
H 3.780 0.561 0.309 0.260
H 3.504 0.085 -1.389 0.226
P -1.246 4.729 -1.286 1.353
C -1.360 5.345 0.406 -0.983
H -1.651 6.406 0.347 0.305
H -0.395 5.248 0.926 0.281
H -2.107 4.775 0.974 0.276
C -0.091 5.886 -2.039 -0.980
H -0.092 5.788 -3.133 0.281
H 0.909 5.637 -1.652 0.274
H -0.406 6.897 -1.731 0.308
C -2.819 5.176 -2.013 -0.987
H -3.002 6.225 -1.729 0.310
H -3.607 4.510 -1.624 0.279
H -2.766 5.057 -3.106 0.280
P -2.121 -3.592 0.738 0.765
C -3.315 -3.887 2.107 -0.921
H -4.279 -4.286 1.729 0.260
H -3.474 -2.930 2.625 0.231
H -2.854 -4.593 2.819 0.261
C -3.227 -2.744 -0.428 -0.944
H -4.240 -3.163 -0.326 0.268
H -2.844 -2.892 -1.451 0.221
H -3.284 -1.672 -0.179 0.206
C -2.160 -5.295 0.025 -0.918
H -3.195 -5.688 -0.040 0.263
H -1.570 -5.915 0.720 0.256
H -1.656 -5.329 -0.952 0.238
Ir -0.302 0.380 -1.748 0.497
C 0.527 1.860 -0.783 0.388
O 1.197 2.602 -0.195 -0.436
C -1.613 0.845 -0.415 0.558
O -2.391 1.150 0.404 -0.394
C -1.554 0.157 -3.513 -0.232
C -0.862 -1.033 -3.239 -0.242
C 0.522 -1.044 -3.088 -0.204
C 1.239 0.137 -3.188 -0.263
C 0.570 1.327 -3.478 -0.160
C -0.831 1.352 -3.619 -0.201
H -2.652 0.117 -3.611 0.303
H -1.392 -1.979 -3.155 0.296
H 0.988 -2.006 -2.915 0.281
H 2.308 0.121 -3.003 0.270
H 1.112 2.259 -3.370 0.261
H -1.391 2.302 -3.646 0.274
N 0.203 -1.244 1.303 -0.750
C 0.142 -0.875 2.645 0.333
C 1.207 -1.117 3.541 -0.229
C 1.110 -0.680 4.865 -0.163
C -0.042 -0.019 5.317 -0.010
C -1.091 0.235 4.427 -0.174
C -0.998 -0.186 3.103 -0.219
H 0.985 -1.855 1.072 0.383
H -0.662 -1.690 0.965 0.405
H 2.085 -1.666 3.183 0.220
H 1.933 -0.864 5.555 0.270
H -0.128 0.294 6.359 0.270
H -1.989 0.761 4.750 0.268
H -1.796 0.028 2.392 0.232